The following is a DFT calculation (ωB97M-V/def2-TZVPD) of a structure of composition C50H41F3GeIrN2OP2S2 in a non-equilibrium geometry.

Results
HOMO level (spin up / spin down) (eV): -10.9106 / -10.6912
ΔE to the lowest compared entry with this formula, charge and spin (eV): 1.448
Gap between HOMO and LUMO (spin up / spin down) (eV): 6.13 / 5.89
Calculated total energy (eV): -165294.8941

The geometry in ORCA input format:
```
! RIJCOSX wB97M-V def2-TZVPD def2/J DEFGRID3
* xyz 1 1
Ir -0.881 0.276 -0.690
S -0.503 -2.341 -0.515
P 1.422 -1.779 -0.545
C 1.255 -0.057 -0.471
P 1.501 1.000 0.922
S -0.400 1.471 1.419
C 2.340 2.500 0.346
C 3.465 2.388 -0.471
C 4.102 3.529 -0.925
C 3.621 4.782 -0.568
C 2.508 4.893 0.251
C 1.858 3.754 0.701
C 2.411 0.486 2.408
C 1.696 0.010 3.503
C 2.368 -0.372 4.653
C 3.750 -0.278 4.708
C 4.459 0.214 3.622
C 3.798 0.595 2.467
C 2.418 -2.631 0.696
C 1.805 -3.444 1.642
C 2.585 -4.088 2.590
C 3.961 -3.914 2.591
C 4.568 -3.102 1.643
C 3.800 -2.457 0.691
C 2.166 -2.185 -2.146
C 2.885 -3.363 -2.324
C 3.348 -3.694 -3.588
C 3.070 -2.875 -4.673
C 2.330 -1.713 -4.496
C 1.886 -1.361 -3.233
H 3.832 1.405 -0.750
H 4.970 3.452 -1.565
H 4.117 5.668 -0.940
H 2.137 5.867 0.541
H 0.979 3.835 1.328
H 0.616 -0.036 3.464
H 1.809 -0.731 5.506
H 4.278 -0.586 5.600
H 5.536 0.303 3.676
H 4.352 0.992 1.627
H 0.732 -3.589 1.613
H 2.118 -4.734 3.320
H 4.566 -4.427 3.327
H 5.642 -2.976 1.647
H 4.262 -1.834 -0.067
H 3.073 -4.019 -1.484
H 3.917 -4.603 -3.731
H 3.422 -3.146 -5.659
H 2.082 -1.090 -5.345
H 1.300 -0.464 -3.085
N 3.002 2.491 -4.169
C 2.411 3.641 -3.751
O 2.953 4.724 -3.795
C 1.026 3.471 -3.191
C 0.055 4.443 -3.410
C -1.206 4.258 -2.871
C -1.453 3.131 -2.106
N -0.516 2.210 -1.883
C 0.693 2.374 -2.416
H 3.889 2.566 -4.639
H 2.476 1.643 -4.288
H 0.294 5.320 -3.997
H -1.995 4.976 -3.039
H -2.421 2.961 -1.653
H 1.426 1.611 -2.191
F -1.877 -1.665 -2.681
C -1.611 -0.360 -2.506
F -2.816 0.278 -2.716
F -0.851 -0.002 -3.583
C -6.096 -3.633 -1.341
C -6.448 -2.292 -1.355
C -5.533 -1.328 -0.958
C -4.265 -1.709 -0.533
C -3.910 -3.055 -0.536
C -4.825 -4.016 -0.931
Ge -3.043 -0.425 0.314
C -3.920 1.314 0.679
C -4.550 2.059 -0.318
C -5.192 3.247 0.001
C -5.191 3.708 1.309
C -4.547 2.983 2.302
C -3.903 1.796 1.985
C -2.704 -1.281 2.083
C -3.827 -1.562 2.862
C -3.689 -2.162 4.104
C -2.431 -2.495 4.583
C -1.307 -2.229 3.816
C -1.452 -1.627 2.574
H -6.815 -4.384 -1.638
H -7.439 -1.990 -1.667
H -5.810 -0.281 -0.957
H -2.913 -3.345 -0.225
H -4.544 -5.061 -0.912
H -4.544 1.705 -1.343
H -5.692 3.812 -0.775
H -5.688 4.637 1.556
H -4.541 3.340 3.324
H -3.393 1.234 2.759
H -4.813 -1.305 2.489
H -4.569 -2.370 4.699
H -2.325 -2.963 5.554
H -0.318 -2.486 4.176
H -0.573 -1.438 1.976
*
```

Here are the Löwdin charges for atoms 1 to 99, given in e: 0.80, 0.58, 0.54, -0.55, 0.54, 0.43, -0.37, -0.11, -0.07, -0.06, -0.05, -0.09, -0.33, -0.10, -0.06, -0.06, -0.07, -0.08, -0.35, -0.09, -0.06, -0.06, -0.06, -0.10, -0.33, -0.07, -0.06, -0.06, -0.06, -0.09, 0.11, 0.12, 0.12, 0.11, 0.08, 0.06, 0.11, 0.11, 0.11, 0.10, 0.08, 0.11, 0.11, 0.11, 0.12, 0.11, 0.11, 0.11, 0.11, 0.06, 0.20, -0.51, 0.08, -0.09, 0.04, -0.01, -0.08, -0.02, -0.10, 0.12, 0.09, 0.14, 0.12, 0.10, 0.07, -0.02, -0.73, 0.01, 0.03, -0.07, -0.07, -0.09, -0.30, -0.12, -0.07, 0.91, -0.30, -0.14, -0.08, -0.07, -0.06, -0.12, -0.32, -0.11, -0.07, -0.08, -0.08, -0.19, 0.11, 0.11, 0.09, 0.05, 0.11, 0.09, 0.11, 0.11, 0.11, 0.09, 0.11